[1]
This record from OMol25 describes a molecular structure, C18H20N3PtS2. The level of theory is the ωB97M-V functional and the def2-TZVPD basis.

- 2S+1: 1
- Charge: +1
- Energy: -1777.5942 Ha
- E_HOMO: -11.47 eV
- Orbital gap: 7.0 eV

Geometry (Å):
Pt1 0.0742 0.4407 -1.1965
C1 0.6130 3.9767 -5.3297
S1 1.5093 4.1252 -3.7615
C2 1.0743 2.5566 -3.0696
S2 -0.0352 2.6460 -1.7247
N1 1.5483 1.4832 -3.6139
N2 1.1053 0.3473 -2.9848
C3 1.6625 -0.7727 -3.2529
C4 1.1613 -1.9264 -2.5182
C5 1.5443 -3.2250 -2.7960
C6 0.8888 -4.2667 -2.1541
C7 -0.1413 -3.9747 -1.2794
C8 -0.4431 -2.6478 -1.0131
N3 0.2176 -1.6457 -1.5870
H1 0.8996 4.8485 -5.9145
H2 -0.4602 3.9926 -5.1598
H3 0.9162 3.0774 -5.8587
H4 2.4402 -0.8549 -4.0033
H5 2.3229 -3.4126 -3.5220
H6 1.1656 -5.2919 -2.3579
H7 -0.7018 -4.7555 -0.7862
H8 -1.2134 -2.3725 -0.3103
C9 -2.2638 -0.5553 1.3963
C10 -1.1992 0.5031 1.6978
C11 -1.8287 1.9175 1.5426
C12 -0.1337 0.6059 0.6758
C13 -0.5704 0.2705 3.0664
C14 0.1140 -0.9273 3.2774
C15 0.7647 -1.1762 4.4737
C16 0.7407 -0.2260 5.4855
C17 0.0607 0.9645 5.2889
C18 -0.5875 1.2147 4.0856
H9 -2.7444 -0.3562 0.4361
H10 -3.0268 -0.5443 2.1738
H11 -1.8289 -1.5528 1.3811
H12 -2.2703 2.0293 0.5540
H13 -1.1101 2.7216 1.7015
H14 -2.6170 2.0012 2.2915
H15 0.7494 1.1063 1.0945
H16 0.1407 -1.6813 2.4969
H17 1.2874 -2.1123 4.6191
H18 1.2534 -0.4123 6.4193
H19 0.0316 1.7084 6.0738
H20 -1.1104 2.1531 3.9625

***

[2]
This record from OMol25 describes a molecular structure, C15H20IrN3O3S. The level of theory is the ωB97M-V functional and the def2-TZVPD basis.

- 2S+1: 2
- Charge: +3
- Energy: -1474.9128 Ha
- E_HOMO (alpha / beta): -18.81 / -18.81 eV
- Orbital gap (alpha / beta): 6.7 / 5.6 eV

Geometry (Å):
Ir1 0.0635 0.8043 -0.9720
N1 1.5322 2.2804 -0.5840
N2 2.6810 1.5787 -0.1393
C1 2.5927 0.2286 0.1231
O1 3.4226 -0.4423 0.6183
O2 1.4030 -0.3463 -0.3279
H1 1.7774 2.7914 -1.4336
H2 1.2567 2.9729 0.1157
H3 3.3798 2.1076 0.3705
N3 -1.1111 1.3645 0.3929
S1 -2.2752 0.3233 1.1132
C2 -1.7512 -1.0667 0.1194
C3 -1.5445 -2.3008 0.6578
C4 -1.0865 -3.3299 -0.1914
C5 -0.8335 -3.1114 -1.5417
C6 -1.0697 -1.8625 -2.0804
C7 -1.5131 -0.7838 -1.2660
C8 -1.7283 0.0442 2.7319
C9 -2.6818 0.3589 3.7094
C10 -2.3384 0.1791 5.0392
C11 -1.0715 -0.2850 5.3650
C12 -0.1296 -0.5937 4.3749
C13 -0.4455 -0.4299 3.0454
H4 -1.2706 2.3411 0.6431
H5 -1.7113 -2.5010 1.7083
H6 -0.9286 -4.3163 0.2294
H7 -0.4977 -3.9268 -2.1684
H8 -0.9652 -1.7027 -3.1475
H9 -2.1443 -0.0428 -1.7678
H10 -3.6646 0.7242 3.4362
H11 -3.0590 0.3989 5.8148
H12 -0.8021 -0.4105 6.4058
H13 0.8447 -0.9692 4.6573
H14 0.2729 -0.6753 2.2720
C14 2.4300 1.2616 -4.6689
C15 1.1251 1.5354 -3.9805
O3 0.9391 0.5571 -2.8458
H15 2.5707 2.0157 -5.4455
H16 2.4242 0.2909 -5.1675
H17 3.2765 1.3221 -3.9850
H18 0.2588 1.4086 -4.6256
H19 1.0783 2.5183 -3.5124
H20 1.2940 -0.3110 -3.0923

***

[3]
This record from OMol25 describes a molecular structure, C25H43NP2Ru. The level of theory is the ωB97M-V functional and the def2-TZVPD basis.

- 2S+1: 6
- Charge: +1
- Energy: -1810.0463 Ha
- E_HOMO (alpha / beta): -9.79 / -9.49 eV
- Orbital gap (alpha / beta): 5.8 / 4.5 eV

Geometry (Å):
Ru1 3.9003 -2.7296 2.3785
C1 -1.1253 0.1187 -0.0246
C2 -1.3037 -1.2826 -0.3376
C3 -0.7063 -1.1432 1.8813
C4 -0.7972 0.1830 1.3768
C5 -1.1094 -2.0532 0.8692
C6 -1.2811 1.2698 -0.9320
H1 -1.2551 0.9712 -1.9862
H2 -0.5185 2.0481 -0.7752
H3 -2.2525 1.7571 -0.7791
C7 -0.6257 1.4559 2.1464
H4 -0.0853 2.2486 1.6223
H5 -0.1272 1.2646 3.1268
H6 -1.6249 1.8523 2.3899
C8 0.0139 -1.5567 3.1776
H7 -0.6226 -2.0777 3.9404
H8 0.5061 -0.7113 3.6522
H9 0.9053 -2.1926 2.9156
C9 -0.9999 -3.5783 0.9357
H10 -1.9613 -4.1984 0.8526
H11 -0.5618 -3.8815 1.9063
H12 -0.2853 -3.9414 0.1587
C10 -1.3458 -1.8335 -1.7073
H13 -2.3376 -1.7242 -2.1615
H14 -1.0885 -2.9021 -1.6666
H15 -0.6219 -1.3547 -2.3847
C11 2.3370 0.9773 -1.1854
C12 1.6795 1.0805 -2.3439
C13 1.9272 0.2194 -3.5711
C14 2.6663 -1.0997 -3.2753
C15 1.9121 -2.1143 -2.4845
C16 1.7878 -2.2933 -1.1469
C17 2.5320 -1.5316 -0.1158
C18 3.1699 -0.2369 -0.6784
H16 2.4291 0.8196 -4.3624
H17 3.7191 -0.8435 -3.0199
H18 0.9536 -0.0155 -4.0267
H19 3.9931 -0.6269 -1.3054
H20 2.3069 1.8412 -0.5208
H21 0.9142 1.8815 -2.4444
H22 3.7317 0.1387 0.1884
H23 2.1783 -1.5025 0.9355
H24 1.4364 -3.3257 -0.8037
H25 3.4610 -2.2410 0.0798
H26 2.7154 -1.6301 -4.2548
H27 1.3653 -2.8305 -3.1507
P1 5.4483 -2.7905 0.2387
P2 3.3349 -4.7889 1.8420
C19 5.8810 -4.4533 0.7839
C20 5.2319 -4.6601 2.1443
H28 6.9758 -4.5119 0.7342
H29 5.4725 -5.1213 0.0182
H30 5.5091 -5.5842 2.6434
H31 5.3798 -3.7308 2.8122
C21 2.7361 -4.8948 3.5350
H32 1.6764 -5.1860 3.6780
H33 2.9799 -4.0884 4.3338
H34 3.3815 -5.7641 3.7630
C22 2.8433 -5.9823 0.6597
H35 3.3939 -6.9006 0.8730
H36 3.0079 -5.6288 -0.3535
H37 1.7760 -6.0929 0.7929
C23 6.6532 -1.6151 0.9210
H38 6.4602 -0.5926 0.5764
H39 7.6572 -1.9156 0.6055
H40 6.5856 -1.6199 2.0115
C24 6.0802 -2.8445 -1.4984
H41 5.8811 -3.8352 -1.9187
H42 7.1701 -2.6874 -1.4763
H43 5.6284 -2.0874 -2.1542
N1 1.4312 4.5687 -0.1766
C25 0.8104 3.5912 -0.3324

***

[4]
This record from OMol25 describes 4 unconnected molecules or ions with the total composition C16H38N2O8S2. The level of theory is the ωB97M-V functional and the def2-TZVPD basis.

- 2S+1: 1
- Energy: -2140.1141 Ha
- E_HOMO: -8.75 eV
- Orbital gap: 9.2 eV

Geometry (Å):
C1 -2.6421 0.2503 0.0067
C2 -2.7791 -0.9353 0.9997
N1 -1.5310 -1.7162 0.9416
C3 -1.6954 -2.9218 0.1066
C4 -0.3792 -3.4549 -0.3981
C5 -1.0405 -2.0522 2.2668
C6 -0.6641 -0.7998 3.0688
H1 -2.8272 -0.1581 -0.9805
H2 -1.6040 0.5735 0.1081
H3 -3.2214 1.1167 0.3261
H4 -3.0972 -0.7000 2.0123
H5 -3.6118 -1.4966 0.5571
H6 -2.2023 -3.6782 0.7288
H7 -2.3575 -2.6421 -0.7121
H8 -0.5299 -4.4203 -0.8879
H9 0.0819 -2.8084 -1.1481
H10 0.3648 -3.6132 0.3834
H11 -0.1706 -2.7093 2.3118
H12 -1.8551 -2.6073 2.7659
H13 -0.5332 0.0956 2.4509
H14 0.0860 -0.9053 3.8436
H15 -1.5870 -0.3987 3.5182
C7 -0.9542 -2.5934 -4.2037
C8 -0.9522 -1.2241 -4.9326
N2 -0.1274 -0.1817 -4.3339
C9 -0.9689 0.6073 -3.4360
C10 -0.2850 1.8090 -2.7975
C11 0.5650 0.6035 -5.3955
C12 1.9287 -0.0328 -5.6473
H16 -1.8074 -3.1071 -4.6500
H17 -1.1389 -2.4435 -3.1395
H18 -0.0347 -3.1577 -4.3361
H19 -0.6252 -1.4551 -5.9512
H20 -2.0037 -0.9269 -5.0522
H21 -1.9311 0.9113 -3.8777
H22 -1.2144 -0.0658 -2.6070
H23 -0.3083 2.6890 -3.4395
H24 -0.8860 2.0159 -1.9079
H25 0.7394 1.6394 -2.4681
H26 0.6789 1.6052 -4.9829
H27 -0.1059 0.6954 -6.2539
H28 2.4507 -0.2224 -4.7125
H29 2.5369 0.6509 -6.2419
H30 1.7931 -0.9893 -6.1523
C13 0.1041 2.1041 5.7913
C14 1.6200 2.1495 5.8456
O1 2.0013 3.4632 5.4794
S1 0.7338 4.4655 5.3411
O2 0.4130 4.6685 3.9644
O3 0.9152 5.6162 6.1538
O4 -0.3022 3.4454 6.0309
H31 -0.3253 1.5036 6.5982
H32 -0.3648 1.6715 4.9057
H33 1.9755 1.4093 5.1235
H34 2.1298 1.8744 6.7686
C15 2.1327 -0.4325 0.9104
C16 2.7435 0.6596 -0.0011
O5 3.2684 1.6813 0.8424
S2 2.6853 1.5436 2.3400
O6 1.4661 2.2915 2.3608
O7 3.6790 1.7768 3.3231
O8 2.3363 -0.0075 2.2465
H35 2.6450 -1.3945 0.8738
H36 1.0884 -0.6206 0.6525
H37 1.9652 1.0250 -0.6703
H38 3.5359 0.2605 -0.6306

***

[5]
This record from OMol25 describes a molecular structure, C4H8AgF12N2O12S4. The level of theory is the ωB97M-V functional and the def2-TZVPD basis.

- 2S+1: 2
- Energy: -4107.5859 Ha
- E_HOMO (alpha / beta): -10.81 / -10.82 eV
- Orbital gap (alpha / beta): 10.0 / 6.6 eV

Geometry (Å):
Ag1 0.4854 -0.6903 -0.2718
C1 -1.1272 0.5883 -4.2577
F1 -1.7927 1.5978 -4.7439
F2 -1.9431 -0.3058 -3.7447
F3 -0.4602 0.0549 -5.2416
S1 0.0476 1.3045 -2.8982
O1 1.3025 0.6626 -3.1661
O2 0.0451 2.7246 -3.0252
N1 -0.6238 0.7662 -1.3989
S2 -1.8179 1.7699 -1.0626
O3 -1.3951 2.8250 -0.1830
O4 -2.5867 2.1669 -2.2249
C2 -3.1183 0.7574 -0.1474
F4 -4.2413 1.4469 -0.0740
F5 -3.3699 -0.3557 -0.8429
F6 -2.7054 0.5215 1.0924
C3 0.3395 2.6639 2.7178
F7 -0.7567 1.9553 2.9585
F8 0.0173 3.7205 2.0230
F9 0.8949 3.0246 3.8381
S3 1.5367 1.6023 1.6855
O5 1.3998 2.0189 0.3155
O6 2.8325 1.7938 2.2594
N2 0.9769 0.0087 1.7765
S4 1.5393 -0.7098 3.1014
O7 2.6051 -1.6495 2.7881
O8 1.7549 0.1115 4.2641
C4 0.0560 -1.7697 3.5361
F10 -0.5626 -2.2308 2.4279
F11 0.4292 -2.7962 4.2913
F12 -0.8167 -1.0089 4.2066
O9 -1.3643 -1.9579 -0.1053
H1 -1.5911 -2.6294 0.5530
H2 -2.0117 -2.0661 -0.8159
O10 1.6129 -2.6109 0.5339
H3 2.1631 -2.7260 1.3326
H4 1.8505 -3.3278 -0.0666
O11 2.6021 -0.3263 -1.0909
H5 2.8950 -0.2192 -2.0049
H6 3.2915 0.0819 -0.5465
O12 0.6061 -2.0164 -2.2991
H7 1.2123 -2.2751 -3.0057
H8 -0.2115 -2.4961 -2.4836

***

[6]
This record from OMol25 describes 2 unconnected molecules or ions with the total composition C9H14S. The level of theory is the ωB97M-V functional and the def2-TZVPD basis.

- 2S+1: 1
- Energy: -749.4943 Ha
- E_HOMO: -8.31 eV
- Orbital gap: 9.2 eV

Geometry (Å):
C1 3.1110 0.7186 0.8374
C2 -0.0893 -1.1283 1.7755
C3 0.9371 -0.1756 1.8305
C4 0.0634 -2.2724 1.0199
C5 1.9870 -0.2952 0.9421
C6 1.1484 -2.4317 0.1526
C7 2.0809 -1.3868 0.0903
H1 -0.8913 -1.0464 2.4975
H2 0.8134 0.6591 2.5074
H3 -0.7377 -3.0016 1.0080
H4 1.3186 -3.2633 -0.5146
H5 2.8951 1.6896 1.2972
H6 3.2717 1.0450 -0.1948
H7 2.8065 -1.4316 -0.7108
H8 4.0287 0.2985 1.2407
C8 -0.7639 2.0866 -1.0252
C9 -3.4794 1.3115 -1.0987
S1 -1.8782 0.9597 -1.8693
H9 -0.3421 1.6639 -0.1147
H10 0.1775 2.2567 -1.5617
H11 -1.1079 3.0616 -0.6733
H12 -4.1649 0.5240 -1.3960
H13 -3.7947 2.3207 -1.3375
H14 -3.3461 1.2010 -0.0226

***

Let's list relative energy (zero: lowest compared OMol25 entry of this formula, charge and spin) in order: 0.434 0.120 3.804 0.978 1.377 0.509 eV.
Let's list maximum force in order: 1.2 0.4 3.1 2.4 3.8 1.7 eV/A.